The following is a DFT calculation (ωB97M-V/def2-TZVPD) of a structure of composition C17H21N3NiO2 at a distorted geometry.

ORCA input file:
```
! wB97M-V def2-TZVPD RIJCOSX def2/J DEFGRID3
* xyz 0 3
C -1.279 1.057 3.258
C -1.336 -0.439 3.335
H -0.320 1.513 3.599
H -2.081 1.524 3.783
H -1.441 1.299 2.163
H -1.113 -0.829 2.307
H -0.518 -0.813 3.938
H -2.327 -0.876 3.535
C -0.401 2.624 -0.740
C -0.074 3.489 -1.789
C 0.243 2.942 -3.037
C 0.202 1.565 -3.225
H -0.602 2.980 0.279
H -0.067 4.569 -1.622
H 0.522 3.593 -3.864
H 0.443 1.084 -4.165
N -0.438 1.288 -0.952
C -0.159 0.734 -2.173
C -0.287 -0.708 -2.206
N -0.631 -1.260 -1.006
C -0.820 -2.583 -0.819
C -0.304 -2.925 -3.137
C -0.671 -3.458 -1.896
H -1.065 -2.917 0.198
H -0.835 -4.528 -1.745
C -0.099 -1.557 -3.289
H 0.211 -1.097 -4.219
H -0.173 -3.588 -3.989
Ni -1.029 0.003 0.212
C -2.846 -0.137 0.502
H -3.203 -1.114 0.160
H -3.172 0.615 -0.239
H -3.413 0.092 1.404
O 1.517 2.179 1.368
C 1.866 0.994 1.342
C 3.312 0.530 1.557
C 3.250 -0.985 1.473
C 1.755 -1.281 1.207
O 1.307 -2.424 1.023
N 1.024 -0.097 1.136
H 3.968 0.924 0.773
H 3.669 0.884 2.533
H 3.840 -1.383 0.617
H 3.575 -1.482 2.409
*
```

Its HOMO-LUMO gap (spin up / spin down) is 7.034 / 7.328 eV. The maximum force comes out at 5.78 eV Å⁻¹. As for the expectation value of S²: 2.01. The LUMO energy (spin up / spin down) comes out at -0.83 / -0.83 eV.

=====

The following is a DFT calculation (ωB97M-V/def2-TZVPD) of an isolated molecule of C17H21N3O2S at a distorted geometry.

ORCA input file:
```
! wB97M-V def2-TZVPD RIJCOSX def2/J DEFGRID3
* xyz 0 1
C 3.065 0.672 -2.871
C 1.891 -0.123 -2.392
C 2.057 -1.452 -2.020
C 0.979 -2.222 -1.619
C -0.274 -1.648 -1.595
C -0.462 -0.326 -1.944
C 0.615 0.453 -2.343
C 0.404 1.883 -2.726
H 0.938 2.540 -2.041
H 0.776 2.073 -3.731
H -0.652 2.136 -2.689
H -1.458 0.085 -1.919
S -1.672 -2.663 -1.152
O -1.321 -4.042 -1.290
O -2.847 -2.178 -1.825
N -1.898 -2.433 0.490
C -2.291 -1.246 1.103
N -2.021 -1.126 2.334
C -2.310 0.055 3.096
H -2.727 0.883 2.503
H -3.031 -0.212 3.877
C -1.009 0.536 3.765
C 0.008 0.883 2.720
C 0.805 -0.113 2.167
C 1.727 0.187 1.182
C 1.866 1.491 0.738
C 1.066 2.487 1.268
C 0.140 2.183 2.250
H -0.480 2.966 2.665
H 1.168 3.507 0.923
H 2.606 1.729 -0.012
H 2.345 -0.594 0.763
H 0.696 -1.127 2.520
H -1.233 1.403 4.389
H -0.634 -0.271 4.394
N -2.903 -0.356 0.252
H -3.517 0.313 0.688
H -3.259 -0.776 -0.597
H -1.366 -3.042 1.090
H 1.087 -3.261 -1.351
H 3.042 -1.893 -2.056
H 2.946 0.916 -3.927
H 3.988 0.113 -2.750
H 3.149 1.611 -2.328
*
```

Its HOMO-LUMO gap is 9.551 eV. The maximum force comes out at 1.16 eV Å⁻¹. The structure (SMILES) is Cc1ccc(S(=O)(=O)N/C(N)=N/CCc2ccccc2)cc1C. The LUMO energy comes out at 0.71 eV.

=====

The following is a DFT calculation (ωB97M-V/def2-TZVPD) of a structure of composition C17H21N3O3 at a distorted geometry.

ORCA input file:
```
! wB97M-V def2-TZVPD RIJCOSX def2/J DEFGRID3
* xyz 0 1
O -1.281 -0.145 2.192
C -1.710 0.600 1.196
N -1.580 1.915 1.156
H -1.900 2.488 0.403
C -1.166 2.922 2.317
H -1.653 3.676 2.713
H -0.922 2.124 3.444
C 0.432 3.384 1.883
C 1.338 2.241 1.544
C 1.864 1.266 2.453
N 2.814 0.310 1.693
C 2.566 0.687 0.339
C 2.791 0.014 -0.697
C 2.733 0.342 -1.961
C 1.791 1.608 -2.171
C 1.347 2.159 -0.855
C 1.488 1.698 0.381
H 0.664 3.028 -1.026
H 1.618 1.796 -3.230
H 3.141 -0.141 -2.739
H 3.618 -0.858 -0.616
H 3.313 -0.462 2.273
H 2.032 1.202 3.518
H 0.964 3.763 2.962
H 0.443 4.094 0.871
C -2.272 0.124 -0.093
O -2.704 0.972 -0.871
N -2.307 -1.189 -0.100
H -2.061 -1.570 1.016
C -2.966 -2.026 -0.980
H -3.689 -2.570 -0.744
H -3.334 -1.191 -1.888
C -1.863 -2.965 -1.680
H -2.536 -3.624 -2.160
C -0.949 -3.477 -0.585
H -0.410 -4.595 -1.082
C 0.200 -2.425 -0.771
H 0.289 -2.024 0.432
C 0.091 -1.712 -1.924
H 1.083 -1.773 -2.538
O -1.131 -2.408 -2.482
H 0.038 -0.710 -1.500
H 1.232 -2.951 -0.541
H -1.455 -3.597 0.453
*
```

Its HOMO-LUMO gap is 8.526 eV. The maximum force comes out at 13.85 eV Å⁻¹. The LUMO energy comes out at 0.64 eV.

=====

The following is a DFT calculation (ωB97M-V/def2-TZVPD) of a structure of composition C17H21N3S7W at a distorted geometry.

ORCA input file:
```
! wB97M-V def2-TZVPD RIJCOSX def2/J DEFGRID3
* xyz 4 1
W -0.446 0.063 0.886
C -1.385 3.599 -1.654
C -2.195 3.059 -2.645
C -2.411 1.688 -2.662
C -1.817 0.886 -1.699
N -1.041 1.419 -0.716
C -0.844 2.755 -0.708
C -1.997 -0.576 -1.653
C -2.576 -1.305 -2.680
C -2.693 -2.684 -2.567
C -2.211 -3.308 -1.422
C -1.639 -2.533 -0.438
N -1.527 -1.194 -0.538
H -1.190 4.662 -1.610
H -2.659 3.697 -3.387
H -3.052 1.258 -3.417
H -0.226 3.154 0.086
H -2.927 -0.809 -3.573
H -3.150 -3.260 -3.362
H -2.284 -4.380 -1.299
H -1.257 -2.994 0.463
C 3.085 1.043 2.105
C 2.447 0.140 3.137
S 1.353 -1.169 2.508
C 2.358 -2.290 1.479
C 2.751 -1.810 0.099
S 1.353 -1.069 -0.827
C 2.136 0.349 -1.649
C 2.837 1.323 -0.724
S 1.926 1.671 0.828
H 3.918 0.561 1.598
H 3.476 1.930 2.608
H 1.806 0.691 3.826
H 3.221 -0.353 3.730
H 1.744 -3.190 1.428
H 3.246 -2.536 2.066
H 3.064 -2.670 -0.498
H 3.574 -1.100 0.113
H 1.320 0.823 -2.196
H 2.837 -0.051 -2.385
H 2.941 2.282 -1.233
H 3.840 1.000 -0.451
S -0.605 1.860 2.661
S -2.229 2.587 3.485
S -3.875 1.643 2.708
S -3.334 0.684 1.093
N -1.914 -1.873 3.057
C -1.403 -1.189 2.291
H -2.348 -2.486 3.739
*
```

Its HOMO-LUMO gap (spin up / spin down) is 5.360 / 5.373 eV. The maximum force comes out at 1.29 eV Å⁻¹. The LUMO energy (spin up / spin down) comes out at -15.15 / -15.16 eV.

=====

The following is a DFT calculation (ωB97M-V/def2-TZVPD) of an isolated molecule of C17H21N5O at a distorted geometry.

ORCA input file:
```
! wB97M-V def2-TZVPD RIJCOSX def2/J DEFGRID3
* xyz 0 1
C -6.614 -1.779 -0.678
H -7.582 -1.491 -1.078
H -6.032 -2.259 -1.460
H -6.757 -2.491 0.131
C -5.870 -0.553 -0.157
C -6.645 0.106 0.986
H -6.676 -0.564 1.842
H -7.661 0.313 0.663
H -6.187 1.044 1.290
O -4.590 -1.023 0.250
C -3.632 -0.059 0.608
C -3.143 0.803 -0.567
H -3.887 1.564 -0.803
H -3.021 0.165 -1.445
C -1.824 1.495 -0.249
N -0.735 0.546 -0.235
C 0.549 0.924 -0.163
N 0.827 2.229 -0.114
C 2.096 2.604 -0.048
N 3.176 1.855 -0.019
C 2.915 0.543 -0.066
N 3.780 -0.505 -0.051
N 3.106 -1.671 -0.113
C 1.828 -1.401 -0.167
C 1.613 -0.005 -0.141
H 1.112 -2.198 -0.221
C 5.177 -0.502 0.019
C 5.884 0.694 0.077
C 7.265 0.662 0.148
C 7.943 -0.546 0.161
C 7.232 -1.734 0.102
C 5.853 -1.719 0.032
H 5.282 -2.632 -0.015
H 7.755 -2.679 0.112
H 9.021 -0.562 0.216
H 7.815 1.590 0.193
H 5.348 1.629 0.067
H 2.262 3.673 -0.013
H -0.952 -0.436 -0.267
H -1.597 2.260 -0.997
H -1.884 1.998 0.725
H -2.803 -0.650 1.008
H -3.999 0.592 1.414
H -5.753 0.172 -0.978
*
```

Its HOMO-LUMO gap is 8.943 eV. The maximum force comes out at 1.15 eV Å⁻¹. The structure (SMILES) is CC(C)OCCCNc1ncnc2c1cnn2-c1ccccc1. The LUMO energy comes out at 0.66 eV.

=====

The following is a DFT calculation (ωB97M-V/def2-TZVPD) of an isolated molecule of C17H21N7O3 at a distorted geometry.

ORCA input file:
```
! wB97M-V def2-TZVPD RIJCOSX def2/J DEFGRID3
* xyz 0 1
O -1.707 -2.215 -0.357
O -3.945 -0.313 -3.210
N 4.004 0.313 3.268
N 2.727 -0.056 -0.603
N 1.990 -0.702 2.963
O -5.267 1.938 0.613
C -0.983 -1.884 -1.280
C -3.792 -1.230 -2.451
C 3.789 0.225 2.009
C 2.070 -0.507 0.462
C 2.844 -0.217 3.825
C 6.033 1.624 -1.310
C 6.534 1.812 0.013
C 4.804 0.998 -1.516
C 5.802 1.296 1.109
C 4.041 0.483 -0.441
C 4.559 0.692 0.867
N 2.580 -0.397 1.755
N 0.237 -1.251 -1.051
N 0.819 -1.098 0.283
N -4.297 -1.206 -1.167
C -5.697 2.889 -0.349
C 2.608 -0.163 5.256
C -4.375 0.901 0.114
C -1.454 -2.130 -2.724
C -2.961 -2.422 -2.911
C -5.175 -0.179 -0.649
H 6.526 2.057 -2.174
H 7.484 2.371 0.198
H 4.441 0.985 -2.539
H 6.162 1.520 2.102
H 0.753 -0.878 -1.829
H 0.345 -1.450 1.116
H -3.962 -1.948 -0.536
H -6.681 2.530 -0.765
H -5.894 3.851 0.083
H -4.938 3.038 -1.110
H 2.567 0.907 5.538
H 1.694 -0.725 5.528
H 3.415 -0.597 5.788
H -3.924 0.409 0.995
H -3.591 1.286 -0.525
H -1.217 -1.255 -3.351
H -0.879 -3.001 -3.114
H -3.153 -2.607 -3.986
H -3.259 -3.327 -2.400
H -5.966 -0.618 -0.027
H -5.712 0.253 -1.511
*
```

Its HOMO-LUMO gap is 8.797 eV. The maximum force comes out at 2.55 eV Å⁻¹. The structure (SMILES) is COCCNC(=O)CCC(=O)NNc1nc2ccccc2c2nc(C)nn12. The LUMO energy comes out at 0.39 eV.